Record 1
236
Properties=species:S:1:pos:R:3 method="wB97M-V/def2-TZVPD" e_lumo_ev=-9.69 homo_ev=-19.05 total_charge=+7 multiplicity=1 gap_ev=9.36
C -1.45 1.36 6.13
C -2.10 0.94 7.44
N -3.41 1.75 7.87
C -3.05 3.20 8.34
C -4.31 1.92 6.64
C -5.21 0.66 6.23
C -4.11 0.89 9.01
C -3.31 0.76 10.31
O -3.21 2.10 10.96
C -3.36 2.17 12.34
H -0.54 0.83 5.84
H -1.13 2.40 6.19
H -2.01 1.16 5.22
H -1.43 1.20 8.26
H -2.17 -0.15 7.48
H -2.42 3.32 9.23
H -4.01 3.66 8.56
H -2.57 3.70 7.51
H -3.78 2.12 5.70
H -4.84 2.85 6.85
H -4.69 -0.27 6.01
H -5.84 0.96 5.39
H -5.92 0.47 7.02
H -4.28 -0.05 8.49
H -5.01 1.47 9.21
H -2.25 0.53 10.19
H -3.68 -0.08 10.90
H -2.46 1.76 12.79
H -4.20 1.60 12.75
H -3.36 3.20 12.68
C -6.52 4.10 -0.96
C -6.87 2.81 -1.54
N -7.58 2.75 -2.93
C -8.89 3.62 -2.84
C -6.71 3.33 -4.08
C -5.55 2.29 -4.48
C -7.98 1.25 -3.22
C -9.05 0.52 -2.26
O -8.64 0.47 -0.92
C -9.57 -0.19 -0.02
H -5.84 3.98 -0.11
H -7.30 4.66 -0.46
H -5.77 4.69 -1.49
H -7.69 2.47 -0.91
H -6.04 2.10 -1.59
H -9.55 3.10 -2.14
H -9.33 3.99 -3.76
H -8.58 4.56 -2.38
H -6.32 4.29 -3.76
H -7.36 3.46 -4.94
H -5.82 1.51 -5.20
H -4.99 1.93 -3.62
H -4.76 2.74 -5.08
H -7.02 0.73 -3.27
H -8.53 1.27 -4.16
H -9.11 -0.51 -2.59
H -9.97 1.10 -2.26
H -10.01 -1.15 -0.29
H -10.43 0.47 0.09
H -8.99 -0.46 0.86
C 2.90 -4.73 -4.69
C 3.64 -6.12 -4.91
N 5.20 -6.03 -4.70
C 5.60 -4.77 -5.46
C 5.60 -5.75 -3.25
C 7.10 -5.86 -2.85
C 5.89 -7.30 -5.25
C 5.31 -8.68 -4.72
O 5.73 -8.80 -3.35
C 5.00 -9.74 -2.53
H 3.22 -4.28 -3.75
H 1.82 -4.74 -4.55
H 3.16 -4.03 -5.49
H 3.42 -6.46 -5.92
H 3.17 -6.82 -4.22
H 6.68 -4.63 -5.51
H 5.25 -3.80 -5.11
H 5.21 -4.87 -6.47
H 5.20 -6.56 -2.65
H 5.15 -4.88 -2.77
H 7.45 -5.67 -1.84
H 7.61 -5.06 -3.38
H 7.65 -6.69 -3.31
H 6.98 -7.23 -5.29
H 5.64 -7.16 -6.30
H 5.59 -9.59 -5.24
H 4.22 -8.65 -4.80
H 5.04 -9.39 -1.50
H 5.38 -10.76 -2.60
H 3.94 -9.85 -2.78
C 3.32 5.38 -3.90
C 2.58 6.35 -4.80
N 1.26 5.72 -5.50
C 1.53 4.31 -6.07
C 0.02 5.66 -4.52
C -0.47 7.03 -4.01
C 0.96 6.69 -6.73
C -0.37 6.61 -7.42
O -0.33 5.41 -8.13
C -1.38 5.25 -9.08
H 4.18 5.86 -3.44
H 3.85 4.56 -4.39
H 2.58 5.01 -3.19
H 3.18 6.86 -5.55
H 2.19 7.12 -4.14
H 0.74 3.85 -6.66
H 1.64 3.67 -5.20
H 2.45 4.48 -6.63
H 0.25 4.97 -3.71
H -0.73 5.08 -5.05
H -0.66 7.72 -4.83
H 0.32 7.39 -3.35
H -1.36 6.92 -3.39
H 1.75 6.28 -7.37
H 1.20 7.69 -6.37
H -0.38 7.28 -8.28
H -1.27 6.62 -6.81
H -2.39 5.19 -8.68
H -1.03 4.36 -9.60
H -1.39 6.00 -9.87
C 8.47 0.42 2.67
C 8.29 -0.69 3.81
N 6.84 -0.66 4.52
C 5.70 -1.11 3.48
C 6.87 -1.61 5.76
C 5.52 -1.70 6.51
C 6.42 0.71 4.98
C 7.27 1.54 5.99
O 7.30 0.81 7.22
C 7.74 1.38 8.36
H 7.61 0.53 2.02
H 9.30 0.15 2.03
H 8.57 1.43 3.07
H 8.99 -0.69 4.64
H 8.25 -1.70 3.41
H 4.79 -0.59 3.77
H 5.50 -2.18 3.56
H 5.85 -0.71 2.48
H 7.70 -1.20 6.35
H 7.19 -2.52 5.25
H 5.70 -2.53 7.19
H 4.84 -2.18 5.81
H 5.10 -0.79 6.95
H 5.39 0.77 5.33
H 6.44 1.39 4.13
H 6.89 2.53 6.24
H 8.25 1.66 5.54
H 7.39 0.93 9.28
H 7.29 2.37 8.48
H 8.81 1.63 8.40
C 2.88 6.44 4.12
C 3.33 6.84 5.54
C 3.54 8.32 5.64
N 4.08 8.80 6.94
C 3.28 8.15 8.16
C 4.00 10.31 7.06
C 5.15 10.86 6.16
C 6.30 9.78 6.30
C 5.65 8.58 7.06
H 2.04 7.03 3.78
H 2.57 5.41 3.99
H 3.62 6.52 3.32
H 4.20 6.26 5.84
H 2.49 6.54 6.17
H 2.63 8.88 5.46
H 4.37 8.59 5.00
H 2.24 8.23 7.85
H 3.54 8.63 9.11
H 3.62 7.12 8.12
H 4.32 10.50 8.09
H 3.01 10.75 6.95
H 5.51 11.82 6.53
H 4.86 11.02 5.13
H 7.16 10.26 6.79
H 6.75 9.57 5.33
H 5.86 8.67 8.12
H 5.83 7.57 6.71
C -2.46 -2.76 -8.67
C -3.51 -3.87 -8.67
C -3.70 -4.32 -10.13
N -4.69 -5.52 -10.33
C -5.05 -5.52 -11.85
C -4.10 -6.85 -9.89
C -5.08 -7.49 -8.87
C -5.71 -6.25 -8.24
C -5.95 -5.38 -9.46
H -2.37 -2.44 -7.63
H -2.76 -1.87 -9.22
H -1.51 -3.12 -9.05
H -4.42 -3.41 -8.29
H -3.17 -4.69 -8.03
H -2.74 -4.46 -10.62
H -4.08 -3.53 -10.77
H -4.05 -5.61 -12.28
H -5.52 -4.56 -12.06
H -5.64 -6.26 -12.40
H -4.13 -7.51 -10.75
H -3.22 -6.81 -9.24
H -5.85 -8.16 -9.25
H -4.51 -8.02 -8.11
H -6.65 -6.64 -7.85
H -4.92 -5.88 -7.58
H -6.77 -5.79 -10.04
H -6.17 -4.32 -9.30
C -4.20 -4.45 0.92
C -3.47 -5.73 0.87
C -3.12 -6.44 2.21
N -1.59 -6.63 2.44
C -0.79 -5.27 2.29
C -0.83 -7.62 1.51
C -0.20 -8.73 2.32
C -1.20 -8.71 3.50
C -1.41 -7.24 3.85
H -4.97 -4.33 0.16
H -3.50 -3.63 0.81
H -4.66 -4.30 1.90
H -2.59 -5.65 0.23
H -4.03 -6.40 0.23
H -3.66 -7.38 2.11
H -3.47 -5.88 3.08
H -0.97 -4.89 1.29
H 0.28 -5.37 2.46
H -1.24 -4.62 3.05
H -0.07 -7.18 0.86
H -1.58 -7.95 0.78
H 0.86 -8.55 2.47
H -0.18 -9.66 1.74
H -0.79 -9.26 4.35
H -2.11 -9.23 3.21
H -0.57 -6.88 4.44
H -2.29 -7.01 4.44
B 0.56 0.48 -0.92
F -0.03 1.33 0.00
F -0.15 0.48 -2.14
F 1.82 0.97 -1.22
F 0.69 -0.82 -0.49

Record 2
21
Properties=species:S:1:pos:R:3 method="wB97M-V/def2-TZVPD" e_lumo_ev="-11.29 / -11.10" homo_ev="-15.95 / -16.17" total_charge=+2 multiplicity=1 gap_ev="4.66 / 5.07"
O 0.88 -5.51 4.21
C 0.94 -4.87 3.27
Y 0.44 -1.38 -0.28
C 0.38 0.26 -2.52
O 0.39 1.39 -2.98
C 1.44 -0.88 -2.79
O 2.15 -1.27 -3.66
C -1.61 -1.14 -1.60
O -2.56 -1.13 -2.29
C 2.41 0.06 -0.31
O 3.24 0.82 -0.49
H 0.92 -3.61 0.06
N -0.69 1.95 -0.15
C -1.18 2.84 0.73
C -1.35 2.21 1.95
C -0.92 0.86 1.73
N -0.50 0.69 0.42
H -0.43 2.17 -1.09
H -1.36 3.91 0.48
H -1.72 2.61 2.88
H -0.88 0.01 2.45

Record 3
18
Properties=species:S:1:pos:R:3 method="wB97M-V/def2-TZVPD" smiles="CC(N)=O.CC(N)=O" e_lumo_ev=0.85 homo_ev=-9.61 total_charge=0 multiplicity=1 gap_ev=10.47
C -3.56 0.00 -0.06
C -1.97 -0.06 -0.01
N -1.37 1.15 0.31
O -1.39 -1.21 -0.14
H -3.73 -0.61 -0.95
H -3.96 1.02 -0.17
H -3.79 -0.59 0.87
H -0.35 1.32 0.05
H -1.97 1.95 0.01
C 3.54 -0.05 0.05
C 2.01 0.09 -0.01
N 1.32 -1.06 0.13
O 1.51 1.21 -0.26
H 3.77 -1.08 -0.32
H 3.97 0.33 0.94
H 3.90 0.61 -0.76
H 0.24 -1.03 0.18
H 1.84 -1.97 0.14

These records have F_max values of 3.6, 9.6, 4.8 eV Å⁻¹, in the order they appear.